No. 1
DFT (ωB97M-V with the def2-TZVPD basis set) results for 2 unconnected molecules or ions with the total composition C6H8N2O2 at a distorted geometry.

Geometry as XYZ:
```
18
Properties=species:S:1:pos:R:3:forces:R:3
O 2.6495 1.0065 -1.0911 0.43 0.46 -0.73
C 1.9441 0.2426 -0.5111 -1.28 -1.12 1.11
C 1.6767 0.1806 0.9335 0.07 1.04 1.26
C 0.8528 -0.7582 1.4663 0.55 2.26 2.77
N 0.0801 -1.6536 0.7992 3.70 2.63 -2.78
C 0.1574 -1.6198 -0.6159 -1.53 -0.25 0.18
O -0.7118 -2.2374 -1.2446 2.34 1.21 0.39
N 1.1945 -0.7900 -1.1757 -1.63 -1.43 3.47
H 1.9928 1.0212 1.6861 -0.12 -1.84 -2.00
H 0.7966 -0.5446 2.6086 -0.65 -1.39 -2.06
H -0.5471 -2.2376 1.2029 -2.17 -1.94 1.32
H 1.0567 -0.8093 -2.1235 0.25 0.43 -2.95
C -2.2992 0.8044 -0.2330 2.88 2.20 -2.68
C -1.4334 1.8449 -0.2978 -1.50 -1.16 0.82
H -2.2286 0.2732 -1.1780 -0.82 -0.74 0.42
H -3.0212 0.6459 0.4931 -0.95 -0.53 1.36
H -0.8803 2.0570 -1.1771 0.58 -0.27 -0.76
H -1.2794 2.5743 0.4581 -0.15 0.46 0.84
```
Forces are in eV/Å.

Computed properties:
SMILES string ... O=c1cc[nH]c(=O)[nH]1.C=C
Lowest unoccupied orbital energy ... 0.6 eV
Frontier orbital gap ... 10.08 eV
ΔE to the lowest compared entry with this formula, charge and spin ... 148.2 kJ/mol

Löwdin atomic charge list, values in e, 6 entries: 0.097 -0.476 -0.032 -0.119 0.136 -0.427

---

No. 2
DFT (ωB97M-V with the def2-TZVPD basis set) results for a single C6H8N2O2S molecule at a distorted geometry.

Geometry as XYZ:
```
19
Properties=species:S:1:pos:R:3:forces:R:3
C -1.0051 -1.8396 -1.6451 -1.29 0.61 1.77
C -1.5102 -1.4121 -0.3971 0.71 -0.10 0.07
C -0.8937 -0.2745 1.8133 -1.31 -3.12 -1.51
C 0.0553 -1.4112 -2.3367 0.85 0.24 0.14
C 0.4098 0.4383 1.7062 0.50 -0.64 0.33
C 0.3624 0.1395 0.2213 1.34 0.89 -1.02
N 0.7057 2.9320 0.4018 1.20 1.79 2.38
N -0.8288 -0.5610 0.4117 -0.78 0.93 0.09
O -1.5947 -0.8823 2.5826 0.36 1.36 0.26
O 2.0379 3.3751 0.2812 -1.08 -0.42 -0.37
S 0.2959 1.9047 -0.7118 -0.54 -2.89 -2.68
H -1.5911 -2.6152 -2.0480 -0.49 -0.99 -0.64
H -2.2412 -1.8881 0.2222 -0.76 -0.58 -0.51
H 0.7933 -0.6875 -2.1013 -0.02 0.86 0.44
H 0.4147 -1.9999 -3.1082 0.14 -1.06 -1.81
H 0.3141 1.4946 1.7965 0.78 0.69 1.38
H 1.1053 -0.2372 2.2198 0.42 1.14 0.32
H 1.1372 -0.4416 -0.3432 -0.50 0.80 1.07
H 2.0332 3.9661 1.0348 0.48 0.50 0.30
```
Forces are in eV/Å.

Computed properties:
2S+1 ... 3
Lowest unoccupied orbital energy (spin up / spin down) ... 0.7 / -1.6 eV
Frontier orbital gap (spin up / spin down) ... 7.71 / 7.48 eV
⟨S²⟩ ... 2.03
ΔE to the lowest compared entry with this formula, charge and spin ... 228.0 kJ/mol

Löwdin atomic charge list, values in e, 6 entries: -0.154 -0.033 -0.374 0.013 -0.055 -0.410

---

No. 3
DFT (ωB97M-V with the def2-TZVPD basis set) results for a single C6H8N2O3 molecule at a distorted geometry.

Geometry as XYZ:
```
19
Properties=species:S:1:pos:R:3:forces:R:3
C -0.7567 2.5149 -0.9287 -1.59 0.63 2.43
C -0.2097 1.8465 0.2982 1.14 0.64 0.56
O 0.3927 2.3854 1.2174 -0.85 -0.31 -1.11
C -0.3396 0.3707 0.3086 1.42 -1.44 0.90
N -1.3219 -0.2277 -0.1834 0.13 -1.35 -0.41
C -1.1866 -1.7299 -0.0216 -0.10 1.43 0.15
C 0.1513 -1.9776 0.7154 0.82 2.01 -2.38
C 0.8614 -0.5889 0.8569 -3.34 -0.44 -0.86
N 1.8695 -0.5096 -0.2331 -2.05 -0.23 0.42
O 1.4717 -0.9910 -1.2742 0.72 -0.06 -0.91
O 2.8639 0.0920 -0.0477 2.33 1.02 0.15
H -1.7747 2.8975 -0.7786 0.01 -0.68 -0.15
H -0.5901 2.0604 -1.8223 -0.50 -2.79 -2.23
H -0.2478 3.3423 -1.2216 1.98 3.21 0.47
H -1.1897 -2.2541 -0.9878 -0.20 0.53 0.16
H -2.1246 -1.9415 0.5021 0.44 -0.67 0.18
H 0.0833 -2.3417 1.6677 -0.42 -1.46 2.26
H 0.8530 -2.5059 0.0611 -0.61 -0.70 0.57
H 1.1948 -0.4416 1.8715 0.69 0.67 -0.19
```
Forces are in eV/Å.

Computed properties:
SMILES string ... CC(=O)C1=NCC[C@H]1[N+](=O)[O-]
Lowest unoccupied orbital energy ... -0.1 eV
Frontier orbital gap ... 10.11 eV
ΔE to the lowest compared entry with this formula, charge and spin ... 484.0 kJ/mol

Löwdin atomic charge list, values in e, 6 entries: 0.006 -0.352 0.107 -0.188 0.140 -0.131

---

No. 4
DFT (ωB97M-V with the def2-TZVPD basis set) results for a single C6H8N2O3 molecule at a distorted geometry.

Geometry as XYZ:
```
19
Properties=species:S:1:pos:R:3:forces:R:3
C -1.9574 -0.4557 -0.5145 2.42 0.28 1.07
C -1.5130 -1.1778 0.5171 -0.52 -0.28 -0.28
C -1.2683 0.5283 -1.3611 0.23 0.12 1.58
C -0.1797 -1.2325 1.2206 0.96 3.44 0.69
C 0.7969 -0.1914 0.7475 2.17 -0.54 -2.10
C 1.1666 2.1643 0.5336 2.78 2.98 -2.22
N -0.3556 0.2131 -2.1579 0.32 2.83 -1.10
N 1.9786 -0.5216 -0.0554 -1.66 0.97 1.34
O 2.1652 -1.7029 -0.2524 0.28 -1.39 -0.44
O 2.6937 0.3945 -0.4516 0.32 -0.65 -0.10
O 0.6120 1.0818 0.9903 -2.37 -3.07 2.07
H -2.9101 -0.3789 -0.8784 -3.04 -0.99 -0.04
H -2.1981 -1.8688 0.9689 -0.50 -0.18 0.17
H -1.7132 1.5881 -1.1214 1.29 -1.45 -1.27
H -0.2612 -0.8601 2.3148 -0.39 -1.27 -1.34
H 0.3868 -2.1258 1.1113 -0.12 -1.14 0.23
H 0.6007 2.9639 0.8299 -1.15 2.04 0.64
H -0.0384 -0.7244 -2.2724 -0.31 -1.02 0.53
H 1.9945 2.3059 -0.1691 -0.72 -0.70 0.57
```
Forces are in eV/Å.

Computed properties:
2S+1 ... 3
Lowest unoccupied orbital energy (spin up / spin down) ... 0.6 / -1.6 eV
Frontier orbital gap (spin up / spin down) ... 7.63 / 8.19 eV
⟨S²⟩ ... 2.01
ΔE to the lowest compared entry with this formula, charge and spin ... 358.4 kJ/mol

Löwdin atomic charge list, values in e, 6 entries: -0.086 -0.062 -0.267 -0.072 -0.169 -0.002

---

Looking at E for the records above, in order, we have -13425.837 -24255.618 -15469.918 -15465.107 eV.